Entry 1:
49
Properties=species:S:1:pos:R:3 method="wB97M-V/def2-TZVPD" orbital_gap_ev=8.26 fmax_ev_per_a=3.92 homo_ha=-0.24808 total_charge=-1 de_lowest_kcal_mol=0.0 e_tot_ha=-5188.06661
Hf 21.0801 11.6001 -12.7535
Cl 20.2781 10.7994 -8.9731
O 20.0269 9.4152 -8.7197
O 19.2446 11.6183 -8.4225
O 21.5751 11.1825 -8.4678
O 20.3057 11.0050 -10.4298
Cl 24.5423 11.4249 -14.6020
O 25.3970 10.8027 -13.6415
O 24.3199 10.5421 -15.7155
O 23.2313 11.6744 -13.9837
O 25.0614 12.6949 -15.0114
C 17.3211 12.8066 -14.4175
C 17.7696 11.9120 -13.2702
O 19.0020 12.1770 -12.7061
H 17.7082 12.4236 -15.3623
H 17.6247 13.8459 -14.2952
H 16.2348 12.7438 -14.5299
H 17.7715 10.8702 -13.6488
H 16.9747 11.7917 -12.5183
C 21.6842 7.1555 -13.5777
C 20.8284 8.1163 -12.7816
O 21.1444 9.4431 -13.0439
H 22.7560 7.1728 -13.3830
H 21.6297 7.4389 -14.6380
H 21.3030 6.1331 -13.5287
H 21.0095 7.9773 -11.7072
H 19.7637 7.9097 -12.9493
Br 22.1614 13.7519 -11.3877
C 22.3187 15.1548 -15.1231
N 21.0986 14.3117 -15.1626
O 20.8772 13.6055 -14.2001
O 20.3570 14.4105 -16.0975
H 22.8472 15.0387 -16.0605
H 22.9086 14.8933 -14.2502
H 21.9333 16.1616 -14.9691
C 20.8165 9.3723 -16.6699
N 20.0695 10.5512 -16.1510
O 20.5176 11.1115 -15.1668
O 19.0712 10.8949 -16.7132
H 21.8860 9.5387 -16.5797
H 20.5527 9.3596 -17.7233
H 20.4432 8.5183 -16.1157
C 24.6078 11.1023 -9.6857
N 23.7683 10.1248 -10.4148
O 23.8946 8.9535 -10.1221
O 23.0490 10.5326 -11.2957
H 25.1841 10.6375 -8.8949
H 23.9191 11.8185 -9.2429
H 25.2916 11.5097 -10.4265

***

Entry 2:
16
Properties=species:S:1:pos:R:3 method="wB97M-V/def2-TZVPD" orbital_gap_ev="7.04 / 7.03" fmax_ev_per_a=2.28 homo_ha="-0.64541 / -0.64541" total_charge=+2 de_lowest_kcal_mol=55.1 e_tot_ha=-5555.52198
C -0.8480 -1.4478 -0.1894
C 1.3640 1.1539 0.6017
N -0.3418 -0.4411 0.6342
N 0.7722 0.1096 0.4573
N -1.3916 -2.4569 0.4436
N 2.3948 1.8666 0.7848
N -0.8574 -1.3346 -1.5023
N -0.3409 2.4068 -0.2178
Br 3.5862 1.7338 2.3113
Br -1.7500 1.6338 0.3995
H -1.3685 -2.5020 1.4568
H -1.8236 -3.2381 -0.0377
H 2.6195 2.6621 0.1827
H -0.4076 -0.5739 -1.9908
H -1.2888 -2.0374 -2.0926
H -0.3184 2.4653 -1.2412

***

Entry 3:
55
Properties=species:S:1:pos:R:3 method="wB97M-V/def2-TZVPD" orbital_gap_ev="6.73 / 7.67" fmax_ev_per_a=0.58 s_squared=2.01 homo_ha="-0.40402 / -0.46296" multiplicity=3 total_charge=+1 de_lowest_kcal_mol=16.0 e_tot_ha=-2849.04692
W -0.0742 0.4387 -0.5365
C 4.2477 -0.5444 -0.8476
C 4.5760 -0.8356 0.4639
C 3.6352 -0.6254 1.4598
C 2.3889 -0.1402 1.1131
N 2.0759 0.1440 -0.1691
C 2.9838 -0.0589 -1.1276
C 1.3463 0.2453 2.0796
C 1.4449 0.2506 3.4574
C 0.4607 0.9039 4.1917
C -0.5211 1.6430 3.5464
C -0.5658 1.6137 2.1644
N 0.2675 0.7995 1.4896
C -1.2833 2.5281 1.2635
C -2.2089 3.4627 1.6621
C -2.6799 4.3786 0.7268
C -2.1964 4.3285 -0.5647
C -1.2929 3.3338 -0.9098
N -0.8468 2.4473 -0.0179
H 4.9548 -0.6907 -1.6508
H 5.5558 -1.2195 0.7125
H 3.8726 -0.8368 2.4926
H 2.6671 0.1777 -2.1350
H 2.2881 -0.2046 3.9556
H 0.5129 0.9091 5.2718
H -1.2010 2.2656 4.1091
H -2.5550 3.4890 2.6858
H -3.4091 5.1233 1.0142
H -2.5305 5.0203 -1.3232
H -0.9229 3.2362 -1.9189
O 0.6538 -0.3959 -4.0239
P -0.3094 0.7794 -3.5574
O -0.6614 1.7572 -4.5693
O 0.4306 1.2903 -2.2556
O -1.5064 -0.0736 -2.8938
P -2.7528 0.4666 -1.9548
O -3.8698 -0.6082 -2.1921
O -3.1529 1.8307 -2.2737
O -2.1187 0.2122 -0.5532
H 0.6333 -0.5216 -4.9817
H -3.6558 -1.4910 -1.8596
C -0.6874 -3.0043 1.2975
C -0.2800 -2.7952 -0.1549
O -0.0431 -1.4649 -0.4268
C -1.4116 -3.2925 -1.0882
F -2.5697 -2.6797 -0.7565
F -1.6018 -4.6053 -0.9778
F -1.1718 -3.0016 -2.3654
C 1.0396 -3.5488 -0.4495
F 2.0137 -3.0510 0.3401
F 0.9519 -4.8517 -0.1950
F 1.4334 -3.3852 -1.7122
H -1.5529 -2.3814 1.5147
H 0.1387 -2.7204 1.9475
H -0.9399 -4.0469 1.4827

***

Entry 4:
121
Properties=species:S:1:pos:R:3 method="wB97M-V/def2-TZVPD" orbital_gap_ev=7.00 fmax_ev_per_a=7.58 homo_ha=-0.28790 total_charge=0 de_lowest_kcal_mol=342.4 e_tot_ha=-8183.29579
C 2.2699 9.4184 7.2540
C 1.8458 8.7114 5.8370
Br -0.1170 8.1909 5.6552
C 2.7970 8.4307 4.6910
Br 4.7350 8.9342 4.7868
C 2.0941 7.6516 3.3893
C 1.4316 8.6058 2.2503
N 0.7292 8.0392 1.0492
C 0.7053 6.5372 1.0311
C -0.0821 5.7814 -0.2174
C -0.2221 4.1421 -0.3786
C -1.0519 3.4061 -1.6046
C -2.6385 3.9186 -1.7002
C -3.7161 2.6914 -1.4267
S -3.5997 1.9377 0.2866
C 0.5324 3.2331 0.7998
C 1.3150 3.9909 2.0284
C 1.4266 5.6515 2.1896
N 2.1496 6.1497 3.4096
H 3.3672 9.8257 7.2940
H 2.1952 8.5651 8.0853
H 1.4604 10.2208 7.5606
H 1.4871 9.7763 2.3877
H -0.5990 6.4453 -1.0604
H -1.1161 2.2501 -1.3890
H -0.5537 3.5334 -2.6603
H -2.7886 4.2477 -2.8376
H -2.8392 4.8782 -1.0556
H -3.5128 1.8822 -2.2796
H -4.8350 3.0923 -1.5359
H -3.6846 2.9329 1.2857
H 0.4866 2.0627 0.7812
H 1.8200 3.3207 2.8746
N -6.2945 5.1291 -1.7758
C -7.4512 5.2223 -2.4676
C -7.9242 6.4004 -3.0230
C -7.1684 7.5562 -2.8570
C -5.9734 7.4926 -2.1477
C -5.5816 6.2674 -1.6326
H -8.0065 4.2942 -2.5671
H -8.8592 6.4165 -3.5713
H -7.5076 8.4987 -3.2769
H -5.3619 8.3755 -2.0004
H -4.6549 6.1655 -1.0747
N 3.7628 4.0804 7.9165
C 3.8174 5.1903 7.1481
C 4.9989 5.8032 6.7624
C 6.1993 5.2481 7.1930
C 6.1757 4.1063 7.9871
C 4.9444 3.5634 8.3178
H 2.8545 5.5874 6.8403
H 4.9834 6.6919 6.1418
H 7.1455 5.7014 6.9119
H 7.0938 3.6498 8.3393
H 4.8735 2.6704 8.9324
N -1.9806 -0.0225 -2.2105
C -0.7883 -0.6126 -2.4458
C -0.5768 -1.9800 -2.3696
C -1.6514 -2.7941 -2.0276
C -2.8916 -2.2157 -1.7775
C -3.0056 -0.8388 -1.8824
H 0.0197 0.0650 -2.7058
H 0.4020 -2.3999 -2.5716
H -1.5237 -3.8703 -1.9566
H -3.7485 -2.8226 -1.5082
H -3.9536 -0.3403 -1.7004
N 1.4251 -3.4585 -4.4715
C 0.5859 -4.2914 -5.1251
C 0.5977 -4.4756 -6.4984
C 1.5233 -3.7600 -7.2505
C 2.3998 -2.8928 -6.6063
C 2.3138 -2.7786 -5.2281
H -0.1199 -4.8247 -4.4949
H -0.0982 -5.1600 -6.9702
H 1.5617 -3.8771 -8.3296
H 3.1324 -2.3204 -7.1639
H 2.9784 -2.1176 -4.6788
N -1.2145 -7.2543 -8.6957
C -2.3132 -6.8893 -7.9992
C -3.2043 -7.7900 -7.4382
C -2.9582 -9.1489 -7.6034
C -1.8359 -9.5560 -8.3173
C -1.0009 -8.5804 -8.8378
H -2.4635 -5.8182 -7.9007
H -4.0695 -7.4404 -6.8864
H -3.6352 -9.8847 -7.1791
H -1.6164 -10.6075 -8.4641
H -0.1102 -8.8477 -9.3996
N -3.5962 -12.0049 -7.8455
C -3.0491 -12.7336 -6.8479
C -3.0799 -14.1181 -6.7986
C -3.7133 -14.7995 -7.8325
C -4.2878 -14.0769 -8.8731
C -4.2026 -12.6944 -8.8362
H -2.5694 -12.1561 -6.0630
H -2.6216 -14.6520 -5.9739
H -3.7587 -15.8847 -7.8277
H -4.7891 -14.5782 -9.6933
H -4.6322 -12.0859 -9.6270
N 5.8930 0.9790 10.4184
C 5.2110 -0.1218 10.8039
C 5.1406 -0.5648 12.1150
C 5.8131 0.1616 13.0921
C 6.5258 1.2987 12.7259
C 6.5343 1.6646 11.3895
H 4.7058 -0.6563 10.0047
H 4.5756 -1.4547 12.3681
H 5.7821 -0.1557 14.1304
H 7.0608 1.8861 13.4634
H 7.0732 2.5463 11.0542
N 1.9081 -0.0936 1.8535
C 2.4552 -0.8223 2.8511
C 2.4244 -2.2067 2.9004
C 1.7910 -2.8882 1.8665
C 1.2165 -2.1656 0.8259
C 1.3017 -0.7831 0.8628
H 2.9349 -0.2448 3.6360
H 2.8827 -2.7407 3.7250
H 1.7456 -3.9734 1.8713
H 0.7152 -2.6669 0.0057
H 0.8720 -0.1746 0.0720

***

Entry 5:
15
Properties=species:S:1:pos:R:3 method="wB97M-V/def2-TZVPD" orbital_gap_ev=9.80 fmax_ev_per_a=1.19 homo_ha=-0.32284 total_charge=0 smiles=Cc1cnn(C)c1 de_lowest_kcal_mol=20.3 e_tot_ha=-304.80309
C 0.5320 1.8078 1.6789
N 0.3732 0.5306 1.0201
C 0.6414 0.2936 -0.2854
C -0.1152 -0.7915 -0.6529
C -0.3854 -1.2779 -2.0369
C -0.7509 -1.1807 0.5501
N -0.4568 -0.3702 1.5519
H 1.5008 1.6999 2.1492
H -0.2972 1.9299 2.3833
H 0.4547 2.6170 0.9385
H 1.3537 0.9051 -0.8330
H -0.1870 -2.3457 -2.1510
H 0.2165 -0.7266 -2.7659
H -1.4410 -1.0961 -2.2755
H -1.4388 -1.9952 0.7287

***

Entry 6:
51
Properties=species:S:1:pos:R:3 method="wB97M-V/def2-TZVPD" orbital_gap_ev=5.77 fmax_ev_per_a=4.30 homo_ha=-0.28657 total_charge=+1 de_lowest_kcal_mol=120.4 e_tot_ha=-3460.44132
Br 1.8084 -1.8794 -0.7882
C -4.5067 -3.0985 4.8579
O -3.3261 -3.3349 4.1693
C -3.2774 -4.5417 3.3279
C -1.9627 -4.5594 2.4850
N -0.6941 -4.1736 3.3897
H 0.0942 -3.9544 2.7975
H -0.8682 -3.4261 4.0462
C -0.3139 -5.4915 4.0533
C 1.0081 -5.2787 4.8991
O 2.1166 -4.7467 4.1181
C 3.1244 -4.2928 5.0516
H -4.4512 -2.1168 5.3283
H -4.5833 -3.9348 5.5528
H -5.4212 -2.9208 4.2921
H -4.1490 -4.4973 2.6748
H -3.2713 -5.4054 3.9928
H -2.0146 -3.7867 1.7179
H -1.8892 -5.5158 1.9674
H -0.2128 -6.2538 3.2809
H -1.0978 -5.8793 4.7039
H 1.3936 -6.2653 5.1560
H 0.7941 -4.8317 5.8699
H 2.7456 -3.4672 5.6541
H 3.8555 -3.6362 4.5800
H 3.7416 -5.0017 5.6036
C 3.7025 6.2878 -3.8172
O 2.6764 5.4020 -3.4693
C 1.5918 6.0903 -2.7652
C 0.1640 5.4439 -3.0934
N 0.2658 3.9082 -2.6629
H 1.2298 3.7582 -2.9242
H 0.3226 3.7335 -1.6698
C -0.6309 2.7859 -3.3663
C -0.6285 2.8907 -4.9605
O 0.5964 3.2366 -5.4756
C 0.5280 3.3097 -6.9052
H 4.1479 6.8607 -3.0040
H 3.2012 6.8951 -4.5709
H 4.4575 5.7780 -4.4158
H 1.6137 7.1483 -3.0266
H 1.6116 6.2299 -1.6843
H 0.0085 5.7050 -4.1402
H -0.5761 5.9175 -2.4484
H -1.6727 2.9604 -3.0976
H -0.2893 1.8922 -2.8441
H -1.2612 3.7568 -5.1546
H -1.1309 2.0349 -5.4115
H -0.0605 2.5552 -7.4273
H 1.4949 3.4623 -7.3848
H -0.0053 4.2472 -7.0624

***

Entry 7:
11
Properties=species:S:1:pos:R:3 method="wB97M-V/def2-TZVPD" orbital_gap_ev="8.85 / 8.85" fmax_ev_per_a=5.82 homo_ha="-0.32789 / -0.32787" total_charge=0 de_lowest_kcal_mol=133.3 e_tot_ha=-285.20212
C 0.3985 -0.8956 0.1002
C -0.4471 0.3488 -0.0342
C 1.6459 -0.0914 -0.0376
C -1.7569 0.4767 -0.2334
O 0.3335 1.4388 0.7171
N 1.2696 1.1278 -0.3297
H 0.2819 -1.4556 1.0295
H 0.2774 -1.5769 -0.7503
H 2.6461 -0.4432 -0.2370
H -2.4081 -0.3649 -0.0669
H -2.2408 1.4355 -0.1578

***

Entry 8:
19
Properties=species:S:1:pos:R:3 method="wB97M-V/def2-TZVPD" orbital_gap_ev=8.47 fmax_ev_per_a=3.62 homo_ha=-0.31033 total_charge=0 smiles="C=C=CS[C@@H](C)N=[S@@](=O)(O)Cl" de_lowest_kcal_mol=0.0 e_tot_ha=-1656.96883
C -0.6564 1.6905 1.2416
C -1.0397 1.8569 0.0097
C -0.0563 -1.1961 0.7766
C -1.3540 2.1227 -1.2451
C -1.5655 -1.2914 0.4080
N 0.8167 -1.0590 -0.4272
O 3.0000 -1.3103 -1.4747
O 2.9762 -1.0151 0.9743
S 0.2488 0.2797 1.8685
S 2.2807 -0.6883 -0.2197
Cl 2.6108 1.3391 -0.5094
H -1.1048 2.2426 2.0216
H 0.2711 -2.0002 1.5858
H -0.9280 2.6765 -2.0333
H -2.2633 1.5496 -1.5767
H 2.4704 -1.2246 -2.2804
H -2.0074 -2.2541 0.7584
H -1.4866 -1.2469 -0.7073
H -2.2128 -0.4716 0.8294